Entry 1:
The following is a DFT calculation (wB97M-V/def2-TZVPD) of the molecule C26H28N2O5.

The calculation puts the largest force on an atom at 1.00 eV/A. As for the structure (SMILES): CC(=O)n1cc([C@H]2C=C(C(=O)Nc3ccccc3)O[C@@H](OCCCCO)C2)c2ccccc21. Its total energy is -40634.9719 eV. The LUMO energy comes out at 0.01664 Eh. For the energy above the lowest of the compared OMol25 structures with the same formula, charge and spin, the calculation gives 4.2 kJ/mol. The calculation puts the HOMO-LUMO gap at 8.71 eV.

```
61
Properties=species:S:1:pos:R:3:lowdin_charge:R:1
C 2.69307 3.66032 3.90310 0.01
C 2.43572 2.17537 3.85491 -0.43
O 2.30109 1.50363 4.85560 0.08
N 2.34076 1.62618 2.59736 0.04
C 2.13336 2.31355 1.40884 0.00
C 1.84531 1.46215 0.39498 -0.11
C 1.47545 1.90831 -0.99606 -0.21
C 1.18705 0.76281 -1.91090 0.02
C -0.05675 0.37538 -2.19545 -0.16
C -0.30091 -0.77437 -3.12025 -0.39
O 0.62079 -1.40279 -3.60231 0.08
N -1.62154 -1.00942 -3.32873 0.15
C -2.23442 -1.97208 -4.13175 -0.22
C -3.62797 -1.99231 -4.17020 -0.03
C -4.29028 -2.91899 -4.95123 -0.09
C -3.57319 -3.83556 -5.70274 -0.10
C -2.18928 -3.81683 -5.66473 -0.08
C -1.51470 -2.89416 -4.88614 -0.01
O -1.19675 0.96800 -1.70219 0.01
C -1.01771 1.96489 -0.71534 -0.34
O -0.93044 1.43996 0.56723 -0.07
C -2.02832 0.63461 0.97466 -0.18
C -2.22830 0.76715 2.48243 -0.17
C -1.00856 0.28248 3.25759 -0.18
C -1.16878 0.45188 4.77149 -0.28
O -0.10472 -0.09692 5.49967 -0.07
C 0.22869 2.80963 -0.97381 -0.04
C 1.91287 0.12749 0.93788 -0.10
C 1.74801 -1.14872 0.40712 0.00
C 1.88959 -2.23868 1.24270 -0.08
C 2.20625 -2.08457 2.58872 -0.07
C 2.38040 -0.83033 3.14176 -0.01
C 2.21922 0.26438 2.30919 -0.15
H 2.89897 3.93844 4.93330 0.09
H 1.81298 4.20423 3.56455 0.09
H 3.54041 3.92796 3.27647 0.09
H 2.17861 3.38399 1.38160 0.13
H 2.31478 2.48798 -1.40047 0.15
H 2.00553 0.23022 -2.36665 0.13
H -2.25009 -0.38814 -2.83442 0.14
H -4.18797 -1.27618 -3.58421 0.11
H -5.37015 -2.92501 -4.97372 0.10
H -4.09167 -4.55902 -6.31353 0.10
H -1.62440 -4.52862 -6.24805 0.10
H -0.43832 -2.87955 -4.85715 0.10
H -1.93416 2.58087 -0.81100 0.17
H -1.82728 -0.41144 0.70923 0.13
H -2.93477 0.96080 0.44644 0.13
H -3.10949 0.18812 2.76453 0.12
H -2.41698 1.81604 2.72106 0.12
H -0.14211 0.84861 2.91962 0.10
H -0.82278 -0.77118 3.04058 0.13
H -2.06180 -0.08247 5.11005 0.12
H -1.29850 1.51899 5.01135 0.12
H 0.71311 0.38681 5.30254 0.04
H 0.11378 3.29952 -1.94228 0.14
H 0.29825 3.56421 -0.19357 0.12
H 1.51953 -1.29428 -0.63559 0.10
H 1.75946 -3.23236 0.84015 0.10
H 2.31815 -2.95694 3.21403 0.10
H 2.62625 -0.71240 4.18354 0.11
```

Entry 2:
The following is a DFT calculation (wB97M-V/def2-TZVPD) of a cluster of 14 separate species, C40H111N3O17 in total at a distorted geometry.

The calculation puts the largest force on an atom at 1.83 eV/A. Its total energy is -82550.2007 eV. The LUMO energy comes out at 0.01229 Eh. The calculation puts the HOMO-LUMO gap at 9.24 eV.

```
171
Properties=species:S:1:pos:R:3:lowdin_charge:R:1
C 0.21004 4.58116 4.36209 -0.11
O 0.48291 5.89784 3.92669 -0.19
C 0.52722 6.79528 5.01008 -0.25
C 0.73253 8.20768 4.47522 -0.20
N 0.60088 9.14835 5.58093 -0.06
C 0.26860 10.50815 5.16986 -0.23
C -0.30647 11.27601 6.35067 -0.24
O -1.37795 10.64347 6.99901 -0.19
C -2.49507 10.42715 6.15788 -0.10
H 1.11266 4.20684 4.86684 0.09
H 0.14663 3.93609 3.48344 0.08
H -0.71158 4.53590 4.94508 0.08
H 1.33649 6.49861 5.69168 0.13
H -0.43169 6.75055 5.55230 0.12
H -0.03025 8.31709 3.69112 0.12
H 1.75454 8.31370 4.11275 0.12
H -0.12249 8.86637 6.23490 0.09
H -0.43383 10.50756 4.32247 0.11
H 1.15400 11.08393 4.88217 0.12
H -0.57960 12.27619 5.97691 0.12
H 0.49712 11.41139 7.07467 0.13
H -2.31412 9.60211 5.46086 0.08
H -2.69003 11.31956 5.54719 0.09
H -3.34898 10.24735 6.80247 0.09
C -0.84703 0.25765 4.41606 -0.07
O -0.98036 -0.70951 3.39623 -0.22
C -1.72034 -0.31782 2.24706 -0.19
C -0.77817 -0.18680 1.08162 -0.15
N 0.10089 -1.40504 0.96156 -0.03
C -0.25591 -2.24358 -0.17435 -0.21
C 0.02142 -1.55950 -1.48386 -0.19
O 0.00868 -2.55560 -2.50101 -0.21
C 0.11242 -1.95090 -3.76042 -0.10
H -1.57367 0.19947 5.22666 0.09
H -0.80513 1.28622 4.04046 0.09
H 0.15346 0.15395 4.85326 0.08
H -2.38078 0.53989 2.37911 0.11
H -2.37888 -1.18285 2.05790 0.12
H -0.11301 0.66425 1.27445 0.13
H -1.20893 -0.01683 0.09988 0.09
H -0.02604 -1.83348 1.87175 0.09
H -1.33737 -2.48437 -0.13327 0.13
H 0.23690 -3.21402 -0.09633 0.10
H 0.99892 -1.06046 -1.46961 0.13
H -0.73894 -0.80661 -1.71847 0.11
H 0.36583 -2.71434 -4.50559 0.09
H 0.99067 -1.29735 -3.82214 0.08
H -0.81765 -1.46880 -4.07472 0.10
C 2.73391 1.53648 -2.24047 -0.08
O 1.31241 1.61349 -2.21360 -0.23
C 0.81791 2.86941 -1.75704 -0.19
C -0.70819 2.80523 -1.80577 -0.23
N -1.31865 3.56440 -2.87231 -0.04
C -0.99372 3.02197 -4.20081 -0.20
C -2.21932 2.69189 -5.03488 -0.23
O -2.87835 1.57323 -4.47214 -0.20
C -3.73178 0.91912 -5.37961 -0.11
H 3.00649 0.53015 -1.92371 0.06
H 3.16677 2.28735 -1.57992 0.09
H 3.08240 1.67419 -3.26909 0.09
H 1.19616 3.63346 -2.44685 0.13
H 1.14397 3.05054 -0.72927 0.12
H -1.11964 3.05014 -0.82354 0.09
H -0.92167 1.72390 -1.90146 0.11
H -2.32652 3.51632 -2.78590 0.09
H -0.39616 2.10689 -4.13808 0.10
H -0.40373 3.75804 -4.75883 0.12
H -1.86406 2.49147 -6.05264 0.12
H -2.91957 3.54046 -5.03583 0.13
H -4.64883 1.49386 -5.55835 0.09
H -3.96269 -0.05786 -4.95953 0.08
H -3.25646 0.76456 -6.35654 0.09
C -4.45470 1.11534 6.09606 -0.08
C -4.65101 2.37203 5.25080 -0.29
O -3.41845 3.12314 5.31712 -0.11
H -5.43687 0.68656 6.32630 0.08
H -3.94189 1.33398 7.02722 0.08
H -3.96115 0.38021 5.46362 0.06
H -5.45291 3.02898 5.59883 0.11
H -4.83712 2.15486 4.20202 0.09
H -3.29742 3.34379 6.24513 0.07
C 1.13432 -4.49626 -7.55287 -0.09
C 2.42411 -5.17742 -7.98841 -0.29
O 3.31088 -4.26770 -8.67470 -0.09
H 0.57125 -5.21730 -6.95139 0.07
H 0.52968 -4.26864 -8.43276 0.08
H 1.30938 -3.59527 -6.96961 0.04
H 2.28443 -5.96647 -8.72157 0.11
H 2.92894 -5.57779 -7.10239 0.10
H 3.67862 -3.65295 -8.03565 0.06
C 1.40503 0.56087 -6.14665 -0.08
C 1.58830 -0.84412 -6.62086 -0.34
O 2.61182 -1.49029 -5.88427 -0.08
H 0.76142 1.22976 -6.72009 0.08
H 2.37110 1.07796 -6.19367 0.08
H 1.06747 0.54836 -5.10926 0.05
H 1.77129 -0.95018 -7.69706 0.12
H 0.66054 -1.41740 -6.49481 0.08
H 3.40169 -1.63012 -6.40932 0.08
C 4.25547 -2.09594 -1.37292 -0.07
C 4.02922 -3.28820 -2.31261 -0.32
O 3.82347 -4.50007 -1.61224 -0.09
H 3.42218 -2.11318 -0.65966 0.06
H 4.13320 -1.17000 -1.93423 0.05
H 5.19771 -2.21067 -0.85005 0.07
H 4.96793 -3.45338 -2.85766 0.11
H 3.25000 -3.06443 -3.04918 0.10
H 2.86630 -4.60512 -1.52220 0.03
C -1.76129 -4.81864 2.52009 -0.08
C -2.46886 -4.05348 3.61720 -0.31
O -1.54473 -3.36111 4.43785 -0.09
H -1.35256 -4.16682 1.74241 0.05
H -2.38111 -5.57858 2.03961 0.08
H -0.90585 -5.34744 2.95055 0.07
H -3.04601 -4.75003 4.22371 0.11
H -3.16117 -3.33051 3.16758 0.10
H -1.32246 -2.52350 4.01209 0.04
C -3.47192 2.10480 -0.06240 -0.08
C -3.76429 2.84535 1.23919 -0.29
O -2.53317 3.22185 1.85315 -0.10
H -3.96891 2.67974 -0.85582 0.08
H -3.90485 1.10687 -0.11428 0.08
H -2.45458 2.07121 -0.45165 0.02
H -4.25325 2.12383 1.90308 0.09
H -4.35835 3.73125 1.02309 0.11
H -2.68132 3.71809 2.66523 0.07
C 2.09551 -6.28383 -3.76659 -0.07
C 0.86961 -6.11005 -2.91216 -0.28
O 0.98566 -5.02229 -1.97475 -0.12
H 2.58936 -5.32747 -3.92469 0.07
H 1.83729 -6.72230 -4.73665 0.07
H 2.79544 -7.00608 -3.34642 0.08
H 0.62488 -7.00826 -2.33526 0.11
H -0.04590 -5.97134 -3.49992 0.11
H 0.38997 -4.31557 -2.25387 0.05
C 2.26585 -2.84866 6.27175 -0.07
C 0.87316 -2.50590 6.80232 -0.31
O 0.82772 -1.29644 7.55004 -0.08
H 2.85654 -3.34404 7.04523 0.07
H 2.80792 -1.92240 6.06475 0.07
H 2.20235 -3.49393 5.39860 0.06
H 0.51651 -3.30511 7.45304 0.11
H 0.14700 -2.48609 5.98398 0.08
H 0.96685 -0.56312 6.94505 0.06
C -2.44372 -3.21442 -6.55267 -0.09
C -3.84466 -2.87879 -6.97917 -0.32
O -3.89139 -2.07588 -8.15944 -0.08
H -2.57865 -3.84464 -5.65832 0.08
H -1.75511 -2.41420 -6.29896 0.05
H -1.95261 -3.91047 -7.23957 0.07
H -4.31620 -2.28011 -6.19777 0.10
H -4.42447 -3.79546 -7.10040 0.11
H -3.88314 -2.66881 -8.91545 0.08
C 2.71995 -4.88177 1.57673 -0.08
C 2.30096 -6.33946 1.56078 -0.30
O 2.19332 -6.87089 0.24702 -0.07
H 2.09306 -4.32764 0.86877 0.06
H 3.75916 -4.70034 1.31006 0.07
H 2.53258 -4.43780 2.55988 0.06
H 1.33396 -6.43938 2.07458 0.10
H 3.00105 -6.94477 2.13763 0.11
H 1.57668 -6.29410 -0.21948 0.04
C 5.05295 -1.87283 2.48535 -0.08
C 3.69271 -1.25154 2.79704 -0.32
O 3.21727 -0.54737 1.66055 -0.09
H 5.67999 -2.04693 3.35625 0.07
H 5.58495 -1.25713 1.75664 0.07
H 4.89579 -2.81117 1.94186 0.05
H 3.75742 -0.62674 3.69530 0.10
H 2.97025 -2.04294 3.02932 0.09
H 2.35340 -0.87801 1.38990 0.04
```

What HOMO level values result from the calculations? In sequence: -8.26, -8.90 eV.